Density functional theory data (wB97M-V/def2-TZVPD) for one molecule with the formula C3H6N4O at a distorted geometry.

Values from the calculation:
ΔE to the lowest compared entry with this formula, charge and spin ... 22.5 kcal per mole
Kohn-Sham gap ... 9.71 eV
SMILES ... [H]/N=C1/NC(=O)CN1N
Electronic energy ... -412.1731 a.u.
Charge ... 0

Each line ends with the Mulliken charge.
Positions of all 14 atoms, in Å:
H (-2.23643, 1.22378, -0.31533)  0.30
N (-2.26235, 0.19308, -0.31467)  -0.72
C (-1.07002, -0.15629, -0.00800)  0.35
N (-0.74468, -1.45744, 0.07343)  -0.03
C (0.59942, -1.60602, 0.26814)  0.27
O (1.20850, -2.66373, 0.31227)  -0.62
C (1.21258, -0.20771, 0.36826)  -0.27
N (0.01950, 0.63966, 0.25225)  0.19
N (0.03450, 1.92773, -0.32220)  -0.67
H (-1.39797, -2.20421, -0.08978)  0.20
H (1.90842, -0.04989, -0.46043)  0.26
H (1.69480, -0.07356, 1.33935)  0.25
H (0.36389, 1.88968, -1.29013)  0.23
H (0.66982, 2.54489, 0.18683)  0.26